No. 1
{
  "formula": "C3H9N3O",
  "method": "ωB97M-V with the def2-TZVPD basis set",
  "de_lowest_kcal_mol": 129.2,
  "spin_multiplicity": 1,
  "lumo_ha": [0.0189, 0.0189],
  "max_force_ev_per_a": 0.7,
  "molar_mass_g_mol": 103.1,
  "e_homo_ev": [-7.18, -7.18],
  "elements": ["C", "C", "C", "N", "N", "N", "O", "H", "H", "H", "H", "H", "H", "H", "H", "H"],
  "xyz": [[-1.82, 0.69, 0.26], [-0.36, -0.47, -0.52], [0.89, 0.15, -0.33], [-0.50, -1.84, -0.48], [1.00, 1.46, -0.34], [1.93, -0.75, 0.05], [-1.48, 0.19, -0.99], [0.04, -2.31, 0.24], [-1.46, -2.16, -0.54], [2.07, -1.50, -0.61], [0.11, 1.87, 0.87], [1.96, 1.76, -0.17], [2.80, -0.27, 0.22], [-2.26, -0.05, 0.93], [-2.29, 1.66, 0.21], [-0.64, 1.57, 1.19]]
}

***

No. 2
{
  "formula": "C19H21N4O2PtS",
  "method": "ωB97M-V with the def2-TZVPD basis set",
  "de_lowest_kcal_mol": 0.0,
  "spin_multiplicity": 2,
  "lumo_ha": [0.0198, 0.0198],
  "max_force_ev_per_a": 1.0,
  "molar_mass_g_mol": 564.5,
  "s_squared": 0.76,
  "e_homo_ev": [-5.57, -5.50],
  "elements": ["Pt", "O", "N", "C", "C", "C", "C", "C", "S", "H", "H", "H", "H", "N", "C", "C", "C", "C", "C", "N", "C", "C", "C", "C", "C", "N", "H", "H", "H", "H", "H", "H", "H", "H", "H", "C", "C", "C", "O", "C", "H", "H", "H", "H", "H", "H", "H", "H"],
  "xyz": [[-0.16, 0.14, 0.16], [2.03, -0.19, 0.23], [2.44, -0.86, 1.30], [3.63, -1.49, 1.19], [4.16, -2.23, 2.22], [3.44, -2.33, 3.42], [2.24, -1.67, 3.52], [1.71, -0.92, 2.46], [0.19, -0.12, 2.59], [4.12, -1.35, 0.24], [5.11, -2.72, 2.09], [3.83, -2.91, 4.24], [1.66, -1.71, 4.43], [-2.43, 2.61, -0.20], [-2.97, 1.34, -0.17], [-4.35, 1.24, 0.07], [-4.97, 0.01, 0.03], [-4.19, -1.11, -0.26], [-2.85, -0.94, -0.46], [-2.22, 0.25, -0.39], [-1.14, 3.12, -0.18], [-1.00, 4.51, -0.06], [0.26, 5.06, 0.00], [1.37, 4.22, -0.08], [1.14, 2.87, -0.22], [-0.08, 2.32, -0.27], [-3.12, 3.33, -0.07], [-4.91, 2.14, 0.27], [-6.03, -0.08, 0.23], [-4.64, -2.09, -0.32], [-2.20, -1.77, -0.68], [-1.88, 5.14, -0.01], [0.39, 6.13, 0.11], [2.37, 4.61, -0.03], [1.95, 2.16, -0.30], [0.45, -4.62, -0.74], [0.14, -4.79, 0.74], [-0.49, -3.44, 1.11], [-0.03, -2.51, 0.13], [0.85, -3.15, -0.78], [-0.45, -4.77, -1.34], [1.24, -5.28, -1.10], [1.05, -4.94, 1.31], [-0.54, -5.62, 0.94], [-0.21, -3.10, 2.10], [-1.59, -3.47, 1.06], [1.89, -3.03, -0.45], [0.74, -2.68, -1.76]]
}

***

No. 3
{
  "formula": "C24H58N10O21P",
  "method": "ωB97M-V with the def2-TZVPD basis set",
  "spin_multiplicity": 1,
  "lumo_ha": -0.1111,
  "max_force_ev_per_a": 4.7,
  "charge": 1,
  "molar_mass_g_mol": 853.8,
  "e_homo_ev": -11.29,
  "elements": ["C", "C", "O", "C", "N", "C", "C", "C", "N", "C", "C", "C", "C", "O", "C", "O", "C", "C", "N", "C", "C", "C", "O", "C", "P", "O", "O", "O", "H", "H", "H", "H", "H", "H", "H", "H", "H", "H", "H", "H", "H", "H", "H", "H", "H", "H", "H", "H", "H", "H", "H", "H", "H", "H", "H", "H", "H", "H", "H", "H", "H", "H", "H", "H", "H", "C", "N", "O", "O", "H", "H", "H", "C", "N", "O", "O", "H", "H", "H", "C", "N", "O", "O", "H", "H", "H", "C", "N", "O", "O", "H", "H", "H", "C", "N", "O", "O", "H", "H", "H", "C", "N", "O", "O", "H", "H", "H", "C", "N", "O", "O", "H", "H", "H"],
  "xyz": [[-5.49, 2.44, 2.03], [-4.45, 1.33, 1.53], [-4.91, 0.88, 0.22], [-3.99, -0.02, -0.37], [-3.54, -1.24, 0.38], [-2.22, -1.81, -0.09], [-1.06, -2.04, 0.98], [0.22, -2.55, 0.14], [1.13, -3.29, 1.05], [2.26, -3.97, 0.33], [2.50, -3.50, -1.17], [1.74, -2.39, 2.02], [2.23, -3.02, 3.39], [1.88, -1.16, 1.86], [-1.90, -0.88, -1.35], [-2.39, -1.53, -2.52], [-1.35, -2.33, -3.16], [-1.19, -1.99, -4.72], [0.19, -2.31, -5.18], [1.03, -1.11, -5.42], [0.91, 0.04, -4.33], [1.95, 1.20, -4.77], [1.25, -0.37, -2.99], [-2.63, 0.55, -1.03], [-2.74, 1.68, -2.52], [-3.21, 1.00, -3.79], [-1.18, 2.31, -2.76], [-3.80, 3.00, -2.29], [-4.91, 3.30, 2.49], [-6.12, 2.84, 1.18], [-6.19, 2.03, 2.82], [-4.56, 0.44, 2.24], [-3.38, 1.73, 1.51], [-4.50, -0.47, -1.29], [-4.21, -1.95, 0.05], [-3.68, -1.30, 1.40], [-2.48, -2.83, -0.53], [-0.85, -1.05, 1.50], [-1.35, -2.85, 1.71], [0.68, -1.62, -0.31], [-0.18, -3.30, -0.60], [3.22, -3.70, 0.91], [2.17, -5.11, 0.41], [3.41, -4.04, -1.59], [1.65, -3.73, -1.88], [2.67, -2.38, -1.15], [1.39, -3.01, 4.16], [2.45, -4.12, 3.17], [3.17, -2.53, 3.77], [-0.81, -0.55, -1.35], [-1.71, -3.41, -3.10], [-0.36, -2.31, -2.61], [-1.57, -0.97, -5.00], [-1.88, -2.73, -5.25], [0.06, -2.73, -6.11], [2.12, -1.46, -5.39], [0.89, -0.63, -6.44], [-0.12, 0.53, -4.36], [1.36, 2.09, -5.17], [2.55, 1.49, -3.85], [2.60, 0.78, -5.59], [1.04, 0.39, -2.41], [-1.90, 1.07, -0.32], [-0.63, 2.18, -1.96], [-3.44, 3.49, -1.52], [6.59, -3.09, 1.89], [6.04, -4.36, 2.44], [4.90, -4.66, 2.13], [6.77, -5.00, 3.16], [5.83, -2.62, 1.27], [6.85, -2.45, 2.74], [7.47, -3.34, 1.30], [1.50, -8.24, 1.69], [1.26, -7.80, 0.29], [0.22, -7.20, 0.06], [2.11, -8.07, -0.53], [0.66, -7.93, 2.30], [1.60, -9.32, 1.68], [2.42, -7.76, 2.02], [-3.97, 6.01, -3.41], [-3.95, 7.25, -2.59], [-4.99, 7.59, -2.07], [-2.88, 7.83, -2.50], [-4.98, 5.60, -3.40], [-3.67, 6.27, -4.42], [-3.27, 5.31, -2.96], [5.46, 0.00, 5.49], [5.93, -1.11, 4.63], [5.44, -2.21, 4.82], [6.79, -0.85, 3.81], [4.71, -0.38, 6.17], [6.32, 0.39, 6.03], [5.04, 0.76, 4.83], [3.37, 2.48, 8.11], [4.77, 1.97, 8.10], [5.46, 2.25, 7.14], [5.11, 1.31, 9.06], [3.20, 3.05, 7.20], [2.71, 1.61, 8.15], [3.25, 3.11, 8.99], [-6.95, 7.39, 0.60], [-7.49, 6.12, 1.14], [-8.63, 5.82, 0.83], [-6.75, 5.46, 1.85], [-7.71, 7.87, -0.01], [-6.68, 8.02, 1.45], [-6.07, 7.14, 0.01], [0.58, 4.98, -3.52], [1.98, 4.48, -3.50], [2.69, 4.77, -4.44], [2.31, 3.81, -2.54], [0.43, 5.56, -4.42], [-0.07, 4.11, -3.49], [0.45, 5.61, -2.64]]
}

***

No. 4
{
  "formula": "C55H88F25N20O25S11",
  "method": "ωB97M-V with the def2-TZVPD basis set",
  "spin_multiplicity": 1,
  "lumo_ha": -0.0891,
  "max_force_ev_per_a": 8.1,
  "charge": 1,
  "molar_mass_g_mol": 2257.1,
  "e_homo_ev": -10.56,
  "elements": ["C", "C", "N", "C", "C", "N", "C", "C", "H", "H", "H", "H", "H", "H", "H", "H", "H", "H", "H", "C", "C", "N", "C", "C", "N", "C", "C", "H", "H", "H", "H", "H", "H", "H", "H", "H", "H", "H", "C", "C", "N", "C", "C", "N", "C", "C", "H", "H", "H", "H", "H", "H", "H", "H", "H", "H", "H", "C", "C", "N", "C", "C", "N", "C", "C", "H", "H", "H", "H", "H", "H", "H", "H", "H", "H", "H", "C", "C", "N", "C", "C", "N", "C", "C", "H", "H", "H", "H", "H", "H", "H", "H", "H", "H", "H", "C", "C", "N", "C", "C", "N", "C", "C", "H", "H", "H", "H", "H", "H", "H", "H", "H", "H", "H", "C", "C", "N", "C", "C", "N", "C", "C", "H", "H", "H", "H", "H", "H", "H", "H", "H", "H", "H", "C", "C", "N", "C", "C", "N", "C", "C", "H", "H", "H", "H", "H", "H", "H", "H", "H", "H", "H", "N", "S", "O", "O", "F", "S", "O", "O", "F", "N", "S", "O", "O", "F", "S", "O", "O", "F", "C", "F", "F", "F", "S", "O", "O", "O", "C", "F", "F", "F", "S", "O", "O", "O", "C", "F", "F", "F", "S", "O", "O", "O", "C", "F", "F", "F", "S", "O", "O", "N", "S", "O", "O", "C", "F", "F", "F", "C", "F", "F", "F", "S", "O", "O", "N", "S", "O", "O", "C", "F", "F", "F"],
  "xyz": [[30.19, 14.79, 21.06], [29.85, 15.91, 20.05], [28.43, 16.02, 19.69], [27.45, 16.57, 20.40], [26.34, 16.61, 19.63], [26.72, 16.18, 18.34], [27.98, 15.80, 18.44], [25.86, 16.10, 17.17], [30.05, 13.78, 20.76], [29.61, 15.03, 21.97], [31.26, 14.90, 21.35], [30.44, 15.79, 19.15], [30.11, 16.82, 20.56], [27.45, 16.87, 21.43], [25.33, 16.83, 19.74], [28.50, 15.33, 17.62], [25.57, 17.11, 16.95], [25.03, 15.41, 17.31], [26.40, 15.71, 16.30], [24.48, 12.45, 20.26], [25.22, 12.51, 21.58], [26.47, 11.82, 21.52], [27.63, 12.30, 22.06], [28.63, 11.44, 21.74], [28.08, 10.37, 21.03], [26.80, 10.68, 20.84], [28.72, 9.32, 20.38], [23.68, 13.17, 20.31], [24.06, 11.51, 19.96], [25.05, 12.69, 19.36], [24.57, 12.14, 22.37], [25.35, 13.60, 21.75], [27.66, 13.27, 22.56], [29.71, 11.52, 21.83], [26.16, 9.99, 20.31], [27.99, 8.55, 20.18], [29.52, 8.90, 21.04], [29.10, 9.65, 19.40], [20.87, 11.65, 20.30], [20.49, 13.04, 20.84], [21.19, 13.47, 22.03], [22.22, 14.40, 22.11], [22.64, 14.47, 23.37], [21.96, 13.45, 24.08], [21.10, 12.89, 23.23], [22.09, 13.22, 25.48], [21.94, 11.38, 20.21], [20.46, 11.50, 19.31], [20.49, 10.87, 20.98], [19.44, 13.09, 21.04], [20.55, 13.79, 20.10], [22.45, 14.95, 21.21], [23.40, 15.11, 23.81], [20.41, 12.17, 23.62], [23.10, 13.38, 25.86], [21.80, 12.22, 25.77], [21.41, 13.95, 25.95], [15.01, 23.47, 18.28], [15.31, 22.16, 18.98], [14.26, 21.19, 18.94], [13.48, 20.69, 19.93], [12.74, 19.68, 19.43], [13.06, 19.58, 18.12], [14.00, 20.52, 17.79], [12.69, 18.47, 17.30], [14.03, 23.81, 18.57], [15.04, 23.43, 17.22], [15.80, 24.12, 18.59], [15.52, 22.35, 20.06], [16.24, 21.73, 18.60], [13.59, 21.12, 20.89], [12.13, 18.89, 19.84], [14.53, 20.59, 16.86], [11.67, 18.20, 17.47], [13.21, 17.55, 17.48], [12.82, 18.64, 16.21], [15.41, 17.87, 20.08], [16.82, 17.26, 20.20], [16.84, 16.05, 19.37], [17.76, 15.61, 18.45], [17.42, 14.38, 18.04], [16.22, 14.08, 18.75], [15.89, 15.07, 19.54], [15.46, 12.81, 18.71], [14.58, 17.50, 20.70], [14.95, 17.97, 19.09], [15.46, 18.92, 20.47], [16.97, 16.98, 21.21], [17.57, 17.96, 19.79], [18.59, 16.25, 18.17], [17.82, 13.64, 17.36], [15.08, 15.04, 20.23], [16.15, 11.97, 18.72], [14.91, 12.71, 17.79], [14.83, 12.75, 19.59], [17.40, 17.60, 11.65], [18.87, 17.19, 11.58], [19.48, 17.92, 12.68], [19.07, 19.14, 13.22], [19.98, 19.48, 14.17], [20.91, 18.46, 14.26], [20.58, 17.54, 13.31], [21.87, 18.33, 15.35], [16.81, 17.16, 10.83], [17.34, 18.68, 11.53], [16.97, 17.16, 12.55], [19.23, 17.58, 10.62], [19.08, 16.12, 11.60], [18.09, 19.53, 12.98], [19.88, 20.22, 14.96], [21.11, 16.61, 13.15], [21.58, 19.04, 16.13], [22.89, 18.56, 15.01], [21.86, 17.29, 15.69], [25.20, 20.51, 18.05], [24.92, 21.45, 19.24], [24.56, 20.81, 20.48], [25.35, 20.70, 21.61], [24.59, 20.07, 22.57], [23.35, 19.93, 22.02], [23.34, 20.39, 20.75], [22.29, 19.20, 22.67], [25.73, 21.00, 17.26], [24.32, 20.14, 17.58], [25.74, 19.57, 18.33], [24.14, 22.15, 19.03], [25.79, 22.05, 19.46], [26.31, 21.17, 21.72], [24.83, 19.68, 23.56], [22.46, 20.41, 20.12], [22.52, 19.05, 23.70], [22.20, 18.18, 22.26], [21.31, 19.64, 22.58], [17.76, 22.78, 10.04], [18.17, 22.02, 11.35], [18.31, 22.95, 12.47], [19.29, 23.98, 12.58], [19.09, 24.49, 13.81], [17.97, 23.90, 14.40], [17.54, 22.94, 13.56], [17.28, 24.21, 15.64], [16.83, 23.26, 10.22], [17.78, 22.15, 9.12], [18.51, 23.56, 9.94], [19.14, 21.58, 11.15], [17.47, 21.27, 11.66], [20.01, 24.23, 11.82], [19.72, 25.29, 14.27], [16.71, 22.23, 13.72], [16.45, 23.47, 15.70], [16.88, 25.22, 15.69], [17.95, 24.08, 16.50], [21.02, 14.33, 14.62], [19.90, 14.19, 13.57], [20.52, 14.30, 12.32], [18.68, 14.69, 13.99], [19.58, 12.60, 13.71], [20.88, 14.22, 16.07], [20.46, 12.91, 16.51], [20.32, 15.24, 16.83], [22.36, 14.33, 16.46], [21.50, 22.26, 15.54], [21.24, 22.17, 17.06], [22.31, 21.54, 17.72], [19.88, 22.09, 17.46], [21.53, 23.74, 17.61], [22.84, 22.19, 14.95], [23.57, 20.99, 14.66], [23.69, 23.25, 15.45], [22.40, 22.74, 13.55], [25.82, 17.18, 23.94], [24.98, 16.96, 22.92], [26.63, 18.13, 23.52], [25.16, 17.61, 25.04], [26.78, 15.61, 24.31], [27.76, 15.89, 25.36], [25.77, 14.56, 24.58], [27.39, 15.40, 22.93], [21.00, 17.77, 19.26], [20.19, 17.47, 18.26], [21.12, 19.09, 19.19], [20.47, 17.46, 20.47], [22.57, 16.87, 19.05], [22.90, 17.12, 17.67], [23.56, 17.49, 19.96], [22.27, 15.46, 19.37], [16.24, 18.37, 15.42], [16.10, 18.36, 16.76], [17.51, 18.15, 15.19], [15.55, 17.37, 14.93], [15.63, 19.99, 14.76], [16.20, 21.02, 15.65], [16.00, 20.20, 13.34], [14.19, 19.94, 14.85], [18.54, 16.16, 23.86], [18.61, 16.81, 22.64], [19.77, 15.75, 24.09], [18.00, 16.95, 24.70], [17.42, 14.68, 23.46], [16.34, 15.30, 22.76], [18.26, 13.70, 22.80], [16.90, 14.26, 24.89], [17.87, 13.21, 25.61], [17.32, 11.90, 25.63], [19.26, 13.32, 25.23], [17.94, 14.08, 27.28], [18.73, 13.24, 27.96], [18.48, 15.26, 27.13], [16.77, 14.22, 27.86], [20.13, 21.88, 25.24], [20.84, 22.15, 24.18], [20.97, 21.61, 26.29], [19.43, 23.03, 25.47], [19.13, 20.36, 25.18], [19.97, 19.23, 24.80], [18.52, 20.19, 26.44], [18.11, 20.82, 24.14], [18.12, 20.68, 22.57], [19.22, 19.93, 21.98], [16.78, 20.55, 22.08], [18.69, 22.45, 22.10], [18.19, 22.60, 20.89], [18.19, 23.38, 22.94], [20.00, 22.65, 21.99]]
}

***

No. 5
{
  "formula": "C24H61BNOP",
  "method": "ωB97M-V with the def2-TZVPD basis set",
  "spin_multiplicity": 1,
  "lumo_ha": 0.0147,
  "smiles": "CCCCN[PH3]B(O)CC.CCCCCC.CCCCCC.CCCCCC",
  "max_force_ev_per_a": 0.8,
  "molar_mass_g_mol": 421.5,
  "e_homo_ev": -7.80,
  "elements": ["C", "C", "C", "C", "N", "P", "B", "O", "C", "C", "H", "H", "H", "H", "H", "H", "H", "H", "H", "H", "H", "H", "H", "H", "H", "H", "H", "H", "H", "C", "C", "C", "C", "C", "C", "H", "H", "H", "H", "H", "H", "H", "H", "H", "H", "H", "H", "H", "H", "C", "C", "C", "C", "C", "C", "H", "H", "H", "H", "H", "H", "H", "H", "H", "H", "H", "H", "H", "H", "C", "C", "C", "C", "C", "C", "H", "H", "H", "H", "H", "H", "H", "H", "H", "H", "H", "H", "H", "H"],
  "xyz": [[5.99, -5.55, -3.59], [5.75, -4.20, -2.92], [6.08, -3.03, -3.85], [6.35, -1.68, -3.17], [5.22, -0.73, -3.17], [3.59, -1.36, -2.81], [1.73, -2.01, -2.42], [1.14, -1.71, -1.22], [0.92, -2.85, -3.46], [1.29, -4.34, -3.19], [7.01, -5.62, -3.98], [5.83, -6.37, -2.89], [5.30, -5.69, -4.42], [4.71, -4.15, -2.59], [6.36, -4.12, -2.01], [6.99, -3.30, -4.39], [5.31, -2.93, -4.61], [6.72, -1.85, -2.15], [7.17, -1.20, -3.71], [5.39, -0.04, -2.44], [3.51, -1.83, -4.16], [4.10, -2.09, -1.65], [3.20, -0.02, -2.53], [1.78, -1.70, -0.48], [1.18, -2.59, -4.49], [-0.16, -2.70, -3.36], [0.42, -4.91, -2.87], [2.04, -4.45, -2.40], [1.70, -4.82, -4.08], [-1.88, -2.76, -0.47], [-2.53, -3.81, -1.36], [-3.44, -3.22, -2.43], [-4.62, -2.42, -1.89], [-5.54, -3.19, -0.94], [-6.23, -4.38, -1.58], [-2.63, -2.20, 0.09], [-1.21, -3.22, 0.26], [-1.29, -2.06, -1.06], [-3.08, -4.53, -0.75], [-1.74, -4.39, -1.86], [-3.80, -4.02, -3.08], [-2.85, -2.56, -3.08], [-5.21, -2.05, -2.73], [-4.24, -1.53, -1.37], [-6.29, -2.49, -0.56], [-4.97, -3.51, -0.06], [-6.83, -4.07, -2.44], [-6.89, -4.88, -0.87], [-5.51, -5.13, -1.93], [-5.08, -0.24, 1.57], [-4.16, 0.91, 1.18], [-2.74, 0.76, 1.73], [-2.64, 0.73, 3.26], [-3.24, 1.95, 3.97], [-2.55, 3.26, 3.60], [-5.21, -0.32, 2.65], [-6.07, -0.11, 1.12], [-4.68, -1.19, 1.21], [-4.60, 1.85, 1.52], [-4.10, 0.97, 0.09], [-2.12, 1.58, 1.35], [-2.30, -0.16, 1.34], [-1.59, 0.64, 3.54], [-3.13, -0.17, 3.64], [-3.16, 1.79, 5.05], [-4.31, 2.02, 3.75], [-1.48, 3.22, 3.84], [-2.98, 4.09, 4.15], [-2.64, 3.48, 2.53], [4.02, 6.61, 2.78], [3.00, 7.17, 3.76], [2.07, 6.11, 4.35], [1.21, 5.37, 3.33], [0.31, 6.26, 2.48], [-0.72, 7.04, 3.29], [3.54, 6.15, 1.91], [4.68, 7.39, 2.40], [4.64, 5.85, 3.25], [2.41, 7.95, 3.27], [3.52, 7.66, 4.58], [1.43, 6.57, 5.10], [2.68, 5.37, 4.89], [0.58, 4.65, 3.86], [1.85, 4.78, 2.67], [-0.22, 5.63, 1.75], [0.91, 6.96, 1.89], [-1.37, 6.36, 3.85], [-1.36, 7.64, 2.63], [-0.25, 7.72, 4.00]]
}